Here is a molecular structure, C6H21BrCdNO4 in a non-equilibrium geometry from the OMol25 dataset. Energies are from ωB97M-V with the def2-TZVPD basis set.

The geometry in XYZ format:
```
34
Properties=species:S:1:pos:R:3:lowdin_charge:R:1
Cd -2.7346 21.1383 5.1245 1.17
Br -3.3663 21.7767 2.7900 0.09
C -6.7087 25.6529 2.7322 -0.09
C -6.0821 24.6909 1.7646 -0.32
O -4.6746 24.9155 1.6743 -0.10
H -6.5040 26.6820 2.4309 0.08
H -6.3087 25.5318 3.7413 0.07
H -7.7906 25.5199 2.7761 0.08
H -6.5252 24.7975 0.7713 0.11
H -6.2837 23.6529 2.0693 0.10
H -4.2166 24.1260 1.9653 -0.05
C -4.5647 19.4295 -1.1987 -0.06
C -3.2702 20.1828 -1.2679 -0.43
C -3.5025 21.6561 -1.5572 -0.21
O -2.2495 22.3020 -1.5410 -0.20
C -2.3150 23.7023 -1.3840 -0.09
N -2.4904 20.0074 -0.0362 0.08
H -5.1272 19.5655 -2.1226 0.09
H -5.1934 19.8127 -0.3826 0.08
H -4.4023 18.3701 -1.0189 0.09
H -2.6461 19.7561 -2.0621 0.15
H -4.1343 22.0682 -0.7498 0.12
H -3.9817 21.7787 -2.5350 0.14
H -2.5565 24.1937 -2.3331 0.10
H -1.3238 24.0403 -1.0835 0.09
H -3.0461 23.9836 -0.6187 0.07
H -3.1013 20.1698 0.7626 -0.04
H -1.7939 20.7546 -0.0071 0.06
O -0.0031 22.7838 1.3021 -0.05
H -0.8774 22.4331 1.4878 -0.05
H 0.3162 23.1654 2.1238 0.04
O -6.5890 20.3180 2.8483 -0.07
H -6.2032 19.6253 3.3906 0.03
H -5.8522 20.7785 2.4395 -0.07
```

Results
E_tot: -3338.29644 hartree
Spin multiplicity: 1
Gap between HOMO and LUMO: 0.1210 Eh
LUMO level: -8.912 eV
M: 363.55 g mol⁻¹
Net charge: +1